Entry 1:
Here is a 2-piece molecular cluster, C8H12Cl2F3IN5O4S overall at a distorted geometry from the OMol25 dataset. Energies are from ωB97M-V/def2-TZVPD.

```
36
Properties=species:S:1:pos:R:3:mulliken_charge:R:1
I -0.263 1.012 -3.673 0.0969
Cl 4.497 1.538 2.354 -0.1096
Cl 2.588 1.912 4.542 -0.1509
S 0.424 -2.832 0.035 1.1969
F 0.685 -4.372 -0.328 -0.1890
F -4.130 -0.435 1.726 -0.1941
F -3.964 -0.066 -2.928 -0.1922
O 1.656 -2.107 0.188 -0.4427
O -4.217 1.610 -1.578 -0.3397
O -5.646 -0.645 0.189 -0.3059
O -0.353 -2.692 1.245 -0.5364
N -2.734 -1.374 -0.833 -0.0900
N -0.471 -2.238 -1.306 -0.0788
N 1.521 0.827 -1.369 -0.3032
N -3.461 -0.219 -0.525 0.3298
N -0.805 0.031 -0.801 -0.0384
C 0.326 0.084 -1.734 -0.0891
C -4.528 -0.467 0.429 0.4912
C 1.654 1.181 1.147 -0.6302
C -3.920 0.500 -1.703 0.4775
C 4.292 1.924 4.070 -0.2579
C 1.288 1.792 -0.259 -0.4398
C 0.463 -1.446 -2.179 -0.8823
C -1.449 -1.241 -0.969 -0.0467
H -3.136 -2.313 -0.954 0.3350
H 2.690 0.749 1.090 0.0276
H 1.765 1.399 -2.177 0.4137
H 4.824 1.184 4.661 0.2930
H 1.470 -1.873 -2.373 0.3128
H -0.572 -0.045 0.210 0.2946
H 2.014 2.634 -0.413 0.4237
H -0.062 -1.538 -3.165 0.4940
H 0.274 2.269 -0.262 0.3034
H 1.606 1.990 1.914 0.3494
H 4.702 2.912 4.258 0.2925
H 0.973 0.351 1.470 0.1849
```

Output
Total charge: +1
Kohn-Sham gap (eV): 6.76

Entry 2:
Here is C25H23As2Cl5N2O8PdS as an isolated structure from the OMol25 dataset. Energies are from ωB97M-V/def2-TZVPD.

```
67
Properties=species:S:1:pos:R:3:mulliken_charge:R:1
Pd 0.691 -1.498 0.096 -0.7273
As -1.533 2.376 -0.810 0.2959
As 2.039 0.289 -0.850 0.7843
Cl 6.156 -4.436 2.419 -0.2393
Cl 1.655 -1.526 3.108 -0.1815
Cl 5.566 -4.575 -0.643 -0.2439
Cl 4.173 -2.927 4.308 -0.2373
Cl 3.028 -3.232 -1.812 -0.2230
S -0.330 -3.674 0.687 -0.5200
O 0.399 1.807 1.832 -0.5431
O -1.486 -1.107 -2.782 -0.3957
O 3.168 3.866 -0.378 -0.3270
O 1.394 4.687 -2.471 -0.6387
O -1.046 0.384 2.621 -0.4392
O -0.797 4.755 -2.050 -0.2486
O 3.585 2.694 -2.184 -0.5841
O -3.079 -0.294 -1.541 -0.6272
N -2.973 -3.662 1.091 -0.4923
N -2.242 -3.463 -1.160 -0.3027
C -0.459 0.996 1.567 0.3208
C 4.474 -3.728 0.406 -0.0850
C -0.169 -1.632 -2.956 -0.4470
C -3.499 -3.296 -1.530 -0.1499
C 2.425 -2.416 0.697 -2.5074
C -0.820 5.979 -2.766 -0.8279
C 0.343 2.837 -1.308 0.5826
C -4.232 -3.505 0.690 0.9709
C -0.977 -0.397 -0.439 1.6780
C 3.507 0.605 0.434 -1.1796
C 2.328 4.123 0.751 -0.3128
C -5.279 -3.545 1.769 -1.1937
C 1.511 2.181 -1.055 0.0768
C 2.731 -2.392 2.063 1.6730
C 0.426 4.144 -1.985 0.2054
C 2.812 2.939 -1.300 -0.6347
C -1.059 0.779 0.212 0.0169
C -4.559 -3.291 -0.638 -0.6738
C -1.722 3.680 0.658 -1.1497
C -1.900 -0.573 -1.615 -0.4562
C 3.330 -3.112 -0.101 1.3745
C -1.997 -3.587 0.161 0.1333
C 3.858 -3.000 2.605 -0.1867
C -1.995 -0.681 2.467 -0.6596
C 4.742 -3.671 1.767 0.5949
H -2.590 3.380 1.248 0.4378
H 2.968 4.611 1.485 0.3434
H -3.668 -3.156 -2.594 0.3467
H 1.909 3.211 1.170 0.1866
H -1.486 -1.609 2.222 0.0831
H -5.231 -2.628 2.361 0.2283
H -0.443 5.846 -3.779 0.3074
H -5.081 -4.379 2.442 0.3177
H 0.589 -0.854 -2.883 0.2876
H -0.163 -2.050 -3.963 0.2823
H -2.736 -0.458 1.701 0.2988
H 4.116 -0.296 0.468 0.3711
H -0.843 3.709 1.298 0.2206
H -0.209 6.735 -2.272 0.3058
H 0.033 -2.424 -2.237 0.1533
H -1.862 6.290 -2.787 0.2245
H 1.518 4.802 0.475 0.1446
H -5.576 -3.108 -0.959 0.3217
H -1.909 4.663 0.226 0.3588
H 3.094 0.793 1.425 0.2630
H -6.283 -3.637 1.352 0.3496
H -2.474 -0.778 3.440 0.3482
H 4.137 1.438 0.125 0.5465
```

Output
Total charge: -2
Relative energy (zero: lowest compared OMol25 entry of this formula, charge and spin) (kcal/mol): 12.2
Kohn-Sham gap (eV): 5.73

Entry 3:
Here is an isolated ion of composition C4H6Br2N and charge +1 at a distorted geometry from the OMol25 dataset. Energies are from ωB97M-V/def2-TZVPD.

```
13
Properties=species:S:1:pos:R:3:mulliken_charge:R:1
Br 1.537 2.658 1.004 -0.1383
Br -2.487 2.479 1.007 0.0830
N 0.366 -0.770 -0.773 -0.1491
C 1.005 -0.075 0.429 -0.4857
C -0.948 -1.474 -0.728 -0.5580
C 0.189 1.173 0.607 0.5026
C -1.054 1.471 0.762 -0.4687
H 0.393 -0.192 -1.646 0.4194
H 2.035 0.159 0.105 0.4948
H -1.112 -2.473 -0.726 0.3863
H 0.967 -1.573 -0.994 0.3910
H -1.829 -0.821 -0.503 0.2682
H 0.939 -0.562 1.455 0.2546
```

Output
Total charge: +1
Relative energy (zero: lowest compared OMol25 entry of this formula, charge and spin) (kcal/mol): 104.0
Kohn-Sham gap (alpha / beta) (eV): 6.83 / 7.91

Entry 4:
Here is C21H28CdNO8S6 as an isolated structure from the OMol25 dataset. Energies are from ωB97M-V/def2-TZVPD.

```
65
Properties=species:S:1:pos:R:3:mulliken_charge:R:1
Cd -2.625 -1.748 0.128 1.0698
S -5.408 -3.489 3.600 -0.1282
S -3.227 -3.638 1.610 -0.6245
S -7.825 -2.459 5.012 -0.3296
S -6.682 -1.163 2.581 -0.1290
S -4.844 -0.675 0.315 -0.6235
S 2.023 -0.322 -4.066 1.5136
O -2.518 -2.876 -2.208 -0.6510
O 3.085 -1.058 -4.698 -0.7622
O -0.933 -1.591 -1.339 -0.7711
O 0.407 -1.800 2.426 -0.2890
O 1.078 0.608 1.021 -0.3440
O -1.528 1.826 0.804 -0.3390
O -2.200 -0.479 2.458 0.3361
O 0.966 0.191 -4.900 -0.7274
N 1.473 -1.236 -2.827 0.3836
C -0.077 -1.061 3.530 -0.0755
C 4.257 4.321 -0.902 -1.4532
C 2.717 3.375 -2.656 -0.7177
C 1.713 -1.457 2.010 -1.1880
C -0.344 2.364 0.255 -1.2917
C 0.966 -2.575 -3.172 -0.9252
C 0.609 1.265 -0.142 1.8076
C 3.717 0.818 -2.248 -0.4342
C -1.407 -2.351 -2.268 0.9405
C -5.266 -1.686 1.689 0.0778
C -1.585 -1.149 3.545 -0.9764
C -2.606 0.858 2.686 -0.9953
C -6.702 -2.378 3.794 0.0865
C -1.595 1.878 2.215 -0.0642
C 2.193 2.309 -3.376 -0.3161
C 3.728 3.178 -1.722 1.0341
C 1.664 -0.649 0.738 0.6689
C 4.225 1.887 -1.535 -0.5799
C -4.660 -2.796 2.174 0.0303
C 2.693 1.038 -3.161 -0.3513
C -0.526 -2.582 -3.487 -0.5378
H 3.997 5.281 -1.347 0.3980
H 1.544 -2.944 -4.019 0.4876
H -2.809 1.014 3.752 0.4143
H -0.610 1.683 2.647 0.1059
H -0.614 2.936 -0.637 0.3865
H 1.395 2.450 -4.093 0.4992
H 1.054 -1.192 0.007 -0.1291
H -0.754 -1.800 -4.216 0.2722
H -3.536 0.995 2.130 0.2805
H 2.326 4.373 -2.815 0.3353
H -1.964 -0.751 4.493 0.3983
H 5.342 4.269 -0.807 0.3654
H 0.255 -0.021 3.465 0.1250
H 0.142 3.046 0.963 0.4246
H -1.880 -2.197 3.461 0.2647
H -0.815 -3.533 -3.932 0.3487
H 4.096 -0.185 -2.102 0.4278
H 2.267 -2.382 1.823 0.4082
H -1.923 2.876 2.541 0.3446
H 0.307 -1.487 4.469 0.3395
H 5.017 1.721 -0.813 0.3583
H 0.779 -0.737 -2.269 -0.2635
H 1.173 -3.227 -2.323 0.3098
H 3.837 4.294 0.106 0.2657
H 1.447 1.682 -0.716 -0.7627
H 2.239 -0.901 2.794 0.4311
H 0.058 0.555 -0.769 -0.2813
H 2.674 -0.519 0.324 0.1218
```

Output
Total charge: -1
Relative energy (zero: lowest compared OMol25 entry of this formula, charge and spin) (kcal/mol): 3.9
Kohn-Sham gap (eV): 6.11